The following is a quantum chemistry calculation of C29H52InP2Si as an isolated structure, from the OMol25 dataset.

Each line ends with the Mulliken charge.
Positions of all 85 atoms, in Å:
In: 0.366 -0.437 -4.605  0.238
C: -0.538 -2.492 0.981  0.283
C: 0.846 -2.717 0.727  0.598
C: 0.658 -0.872 2.096  0.510
C: -0.658 -1.352 1.824  0.336
C: 1.579 -1.710 1.408  0.552
C: -1.655 -3.337 0.528  -1.834
H: -1.424 -3.818 -0.423  0.464
H: -2.570 -2.752 0.407  0.336
H: -1.886 -4.141 1.238  0.315
C: -1.913 -0.732 2.304  -0.581
H: -2.748 -1.451 2.249  0.479
H: -2.161 0.152 1.682  -0.336
H: -1.813 -0.392 3.353  0.353
C: 0.981 0.287 2.958  -1.027
H: 0.368 0.272 3.878  0.281
H: 0.776 1.241 2.433  0.044
H: 2.046 0.268 3.240  0.492
C: 3.048 -1.611 1.479  -1.778
H: 3.469 -2.245 2.269  0.280
H: 3.368 -0.591 1.696  0.397
H: 3.515 -1.932 0.547  0.408
C: 1.430 -3.849 -0.033  -1.494
H: 1.767 -4.655 0.646  0.294
H: 2.310 -3.505 -0.605  0.333
H: 0.674 -4.277 -0.711  0.325
C: -1.301 0.923 -6.104  -0.368
C: -1.382 -0.474 -5.950  -0.115
C: -0.834 -1.475 -7.062  -1.111
C: 0.662 -1.402 -7.464  -0.647
C: 1.613 -0.804 -6.386  -0.423
C: 1.691 0.595 -6.101  -0.401
C: 1.028 1.683 -6.947  -1.074
C: -0.507 1.516 -7.213  -0.777
H: -1.460 -1.353 -7.958  0.369
H: 0.761 -0.995 -8.490  0.325
H: -1.031 -2.507 -6.723  0.374
H: -0.650 0.949 -8.144  0.293
H: -2.041 1.586 -5.623  0.501
H: -2.236 -0.835 -5.338  0.520
H: -0.925 2.512 -7.442  0.476
H: 1.118 2.662 -6.435  0.271
H: 2.473 0.973 -5.410  0.660
H: 1.562 1.776 -7.912  0.397
H: 1.016 -2.441 -7.587  0.337
H: 2.494 -1.442 -6.138  0.499
P: -2.477 1.606 -1.972  1.593
P: 1.402 2.186 -1.581  0.438
C: -1.251 2.483 -3.107  0.619
C: 0.057 3.156 -2.539  -1.394
H: -1.891 3.258 -3.586  0.712
H: -1.035 1.807 -3.960  -1.437
H: 0.610 3.595 -3.403  0.493
H: -0.236 3.948 -1.818  0.420
C: 1.677 3.294 -0.148  -0.841
H: 2.670 3.130 0.298  0.465
H: 0.928 2.965 0.587  -0.540
H: 1.506 4.362 -0.367  0.484
C: 2.856 2.562 -2.689  -1.027
H: 2.660 3.453 -3.294  0.409
H: 3.014 1.717 -3.368  0.109
H: 3.743 2.682 -2.056  0.470
C: -4.067 2.291 -2.486  -1.452
H: -4.921 1.676 -2.165  0.406
H: -4.027 2.376 -3.586  0.426
H: -4.284 3.264 -2.035  0.404
C: -2.624 -0.210 -1.974  -1.121
H: -1.771 -0.673 -1.458  0.315
H: -2.713 -0.677 -2.958  0.248
H: -3.534 -0.349 -1.389  0.452
C: -2.925 4.718 1.262  -1.094
Si: -1.685 3.533 2.026  -0.210
C: 0.004 4.265 2.308  -0.813
C: -2.213 2.515 3.496  -0.895
C: -1.487 2.309 0.676  0.077
C: -1.865 1.764 -0.377  -0.130
H: -3.243 5.424 2.038  0.400
H: -3.797 4.194 0.838  0.303
H: -2.469 5.273 0.428  0.329
H: -0.042 4.959 3.150  0.511
H: 0.753 3.493 2.533  0.333
H: 0.337 4.821 1.424  0.204
H: -3.016 1.816 3.226  0.336
H: -1.369 1.925 3.880  0.145
H: -2.571 3.175 4.294  0.478

- Kohn-Sham gap (spin up / spin down): 5.7 / 5.8 eV
- Net charge: +1
- 2S+1: 1

***

The following is a quantum chemistry calculation of C23H18Cl4CsIN4O4 as an isolated structure, from the OMol25 dataset.

Each line ends with the Mulliken charge.
Positions of all 55 atoms, in Å:
Cs: 0.221 -2.230 -1.224  1.153
Cl: -6.604 -3.011 -2.403  -0.274
C: -5.050 -3.118 -1.631  0.197
C: -4.708 -4.239 -0.903  0.110
Cl: -5.832 -5.558 -0.753  -0.265
C: -3.444 -4.304 -0.298  0.247
Cl: -3.021 -5.703 0.651  -0.277
C: -2.467 -3.293 -0.398  0.224
O: -1.319 -3.376 0.149  -0.978
C: -2.828 -2.109 -1.193  -0.173
O: -1.970 -1.170 -1.370  -1.098
C: -4.116 -2.074 -1.745  0.419
Cl: -4.546 -0.638 -2.638  -0.260
N: 1.163 1.215 -2.432  -0.226
C: 2.433 1.076 -3.138  -0.484
C: 2.524 -0.230 -3.908  -0.492
C: 2.150 -1.477 -3.077  0.428
O: 1.479 -2.350 -3.657  -0.816
O: 2.534 -1.533 -1.886  -0.644
H: 0.375 0.976 -3.025  0.178
H: 1.035 2.166 -2.110  0.221
H: 3.230 1.102 -2.389  0.074
H: 2.626 1.903 -3.843  0.344
H: 3.557 -0.360 -4.247  0.271
H: 1.876 -0.217 -4.787  0.282
N: -1.243 1.293 -0.435  -0.259
C: -1.730 1.949 0.640  -0.361
C: -3.094 2.098 0.875  -0.648
C: -3.563 2.847 1.956  -0.536
C: -2.711 3.482 2.828  -0.917
C: -1.320 3.359 2.642  1.036
C: -0.361 3.955 3.489  -0.624
C: 0.972 3.747 3.265  -0.715
C: 1.360 2.949 2.173  -0.211
N: 0.504 2.411 1.344  -0.216
C: -0.818 2.589 1.556  0.821
H: -1.773 0.506 -0.839  0.185
H: -0.248 1.114 -0.396  0.082
H: -3.793 1.609 0.207  0.493
H: -4.633 2.927 2.112  0.364
H: -3.087 4.059 3.666  0.316
H: -0.694 4.560 4.327  0.359
H: 1.720 4.187 3.912  0.356
H: 2.407 2.738 1.982  0.389
I: 5.650 -0.815 -1.174  0.029
C: 4.391 -1.064 0.477  -0.328
C: 4.731 -2.019 1.418  -0.167
C: 3.985 -2.095 2.586  -0.469
C: 2.968 -1.175 2.774  -0.372
N: 2.639 -0.260 1.870  -0.207
C: 3.305 -0.225 0.719  0.147
H: 5.569 -2.682 1.251  0.342
H: 4.207 -2.840 3.340  0.362
H: 2.397 -1.158 3.697  0.360
H: 2.965 0.504 -0.008  0.231

- Kohn-Sham gap: 4.1 eV
- Net charge: -2
- 2S+1: 1

***

The following is a quantum chemistry calculation of C25H24N3O4SSn as an isolated structure, from the OMol25 dataset.

Each line ends with the Mulliken charge.
Positions of all 58 atoms, in Å:
Sn: 1.092 0.119 -0.287  1.094
C: 0.381 -2.949 -3.535  -0.901
C: 1.598 -3.601 -3.623  -0.423
C: 2.634 -3.239 -2.769  -0.973
C: 2.417 -2.235 -1.844  0.648
N: 1.229 -1.608 -1.771  0.143
C: 0.234 -1.945 -2.595  -0.007
C: 3.466 -1.746 -0.912  0.746
C: 4.674 -2.389 -0.713  -0.731
C: 5.589 -1.829 0.167  -0.868
C: 5.287 -0.644 0.819  -0.737
C: 4.062 -0.045 0.582  0.690
N: 3.184 -0.608 -0.260  0.071
C: 3.628 1.228 1.211  0.731
C: 4.490 2.045 1.917  -0.869
C: 4.008 3.235 2.453  -0.480
C: 2.680 3.572 2.265  -0.939
C: 1.872 2.713 1.539  -0.210
N: 2.339 1.570 1.029  0.206
H: -0.441 -3.199 -4.190  0.453
H: 1.752 -4.380 -4.358  0.480
H: 3.595 -3.724 -2.847  0.405
H: -0.684 -1.382 -2.496  0.523
H: 4.903 -3.312 -1.221  0.405
H: 6.539 -2.317 0.343  0.481
H: 5.995 -0.207 1.506  0.411
H: 5.529 1.780 2.039  0.394
H: 4.672 3.891 3.001  0.481
H: 2.267 4.489 2.659  0.469
H: 0.832 2.938 1.350  0.720
C: 0.534 -2.668 3.272  -1.297
C: 0.191 -1.496 2.435  0.878
C: -0.901 -0.586 2.862  -1.028
O: 0.825 -1.296 1.382  -0.286
H: -0.371 -3.153 3.640  0.406
H: 1.058 -2.297 4.160  0.359
H: 1.170 -3.370 2.742  0.346
H: -0.871 -0.423 3.939  0.404
H: -1.848 -1.097 2.659  0.350
H: -0.880 0.359 2.321  0.199
C: -7.887 2.276 -1.086  -1.452
C: -6.483 1.831 -1.025  0.813
C: -6.030 0.739 -1.820  -0.612
C: -4.726 0.358 -1.802  -0.392
C: -3.798 1.064 -0.981  0.595
C: -4.235 2.151 -0.169  -0.214
C: -5.543 2.517 -0.195  -0.744
S: -1.258 1.930 -1.343  0.474
O: -0.301 1.061 -2.079  -0.519
O: -0.679 2.174 -0.014  -0.391
O: -2.535 0.678 -0.987  -0.225
H: -8.562 1.476 -1.384  0.406
H: -7.961 3.061 -1.854  0.350
H: -8.216 2.726 -0.150  0.405
H: -6.745 0.222 -2.447  0.424
H: -4.362 -0.461 -2.406  0.436
H: -3.514 2.664 0.454  0.473
H: -5.896 3.337 0.418  0.429

- Kohn-Sham gap (spin up / spin down): 6.8 / 5.7 eV
- Net charge: +3
- 2S+1: 1

***

The following is a quantum chemistry calculation of C25H37BHgN10 as an isolated structure, from the OMol25 dataset.

Each line ends with the Mulliken spin population.
Positions of all 74 atoms, in Å:
Hg: -0.354 0.765 -0.394  0.574
C: 2.883 0.649 -2.515  -0.001
N: 2.030 -0.192 -1.686  0.114
C: 1.335 -1.245 -2.405  -0.039
C: 2.734 -0.622 -0.508  -0.015
C: 3.530 -1.755 -0.545  -0.016
C: 4.225 -2.204 0.571  0.007
C: 4.086 -1.489 1.755  -0.003
C: 3.293 -0.358 1.816  0.037
C: 2.606 0.150 0.684  0.006
N: 1.792 1.232 0.723  0.040
C: 1.840 2.149 1.741  0.003
C: 3.045 2.727 2.185  0.001
C: 3.077 3.717 3.151  0.002
C: 1.899 4.190 3.714  0.001
C: 0.696 3.643 3.290  0.014
C: 0.644 2.646 2.324  -0.026
N: -0.609 2.064 1.938  0.066
C: -1.722 2.991 1.828  0.008
C: -0.954 0.913 2.772  0.015
H: 3.696 0.071 -2.978  0.000
H: 3.320 1.424 -1.885  0.002
H: 2.313 1.135 -3.310  -0.003
H: 1.995 -1.818 -3.074  -0.004
H: 0.450 0.384 -3.311  -0.005
H: 0.925 -1.905 -1.648  0.019
H: 3.614 -2.302 -1.479  0.000
H: 4.851 -3.085 0.517  0.000
H: 4.594 -1.826 2.652  0.000
H: 3.159 0.152 2.762  0.000
H: 3.967 2.378 1.734  -0.002
H: 4.032 4.124 3.466  0.000
H: 1.913 4.962 4.473  0.000
H: -0.231 3.986 3.735  0.000
H: -2.143 3.279 2.803  0.000
H: -2.519 2.521 1.246  0.009
H: -1.398 3.894 1.310  -0.011
H: -1.150 1.217 3.812  0.000
H: -0.135 0.194 2.763  -0.007
H: -1.841 0.417 2.372  -0.002
B: -3.266 -2.245 0.320  -0.003
N: -1.932 -2.245 1.127  0.008
C: -1.734 -2.871 2.298  0.004
C: -0.386 -2.843 2.594  0.002
C: 0.177 -2.152 1.513  0.002
N: -0.758 -1.795 0.633  0.030
N: -3.697 -0.818 -0.120  0.009
C: -4.912 -0.264 0.044  0.023
C: -4.976 0.886 -0.719  -0.003
C: -3.714 0.947 -1.333  0.033
N: -2.959 -0.083 -0.971  0.019
H: -3.122 -2.932 -0.677  -0.001
H: -4.131 -2.677 1.056  0.000
H: -2.564 -3.308 2.828  0.000
H: 0.115 -3.256 3.454  0.000
H: 1.209 -1.894 1.340  -0.006
H: -5.642 -0.722 0.691  0.002
H: -5.803 1.570 -0.814  -0.002
H: -3.320 1.671 -2.031  -0.007
C: -2.710 -2.408 -4.207  -0.001
N: -1.383 -2.181 -3.655  -0.001
C: -0.856 -3.393 -3.029  0.000
C: -0.913 -0.939 -3.748  0.012
N: 0.275 -0.601 -3.206  0.052
H: -3.434 -2.554 -3.400  0.000
H: -2.708 -3.302 -4.842  0.000
H: -2.992 -1.539 -4.793  0.001
H: -1.658 -3.873 -2.467  0.000
H: -0.060 -3.194 -2.329  0.001
H: -0.496 -4.091 -3.793  0.000
N: 0.596 3.251 -2.033  0.072
H: -0.005 3.973 -1.659  -0.010
H: 0.825 3.491 -2.990  -0.006
H: 1.445 3.218 -1.480  -0.010

- Kohn-Sham gap (spin up / spin down): 5.9 / 6.6 eV
- Net charge: -1
- 2S+1: 2

***

Calculated relative energy (zero: lowest compared OMol25 entry of this formula, charge and spin) in order - 0.0 50.3 11.7 20.8 kcal per mole